Formula: C35H44CsN5O2PS2Si2
Source: OMol25
Level of theory: ωB97M-V with the def2-TZVPD basis set

## Properties
HOMO level: -3.46 eV
2S+1: 1
Strongest force on any atom: 0.0502 Eh/bohr
E: -95821.8578 eV
Total charge: -1
E_LUMO: 2.0 eV
Frontier orbital gap: 0.1993 Ha

Atoms and positions in Å:
1 Cs 1.129 -0.297 -0.824
2 N -0.124 -2.889 1.952
3 C 1.215 -2.968 1.795
4 N 1.910 -2.247 0.992
5 C 3.249 -2.507 1.084
6 C 3.585 -3.445 2.017
7 S 2.175 -4.057 2.808
8 C 4.183 -1.835 0.206
9 C 5.462 -2.244 -0.037
10 S 6.228 -1.196 -1.179
11 C 4.710 -0.260 -1.251
12 N 3.790 -0.722 -0.480
13 N 4.628 0.839 -2.001
14 H -0.628 -2.525 1.151
15 H -0.572 -3.669 2.405
16 H 4.553 -3.815 2.281
17 H 5.989 -3.099 0.337
18 H 5.310 0.973 -2.729
19 H 3.680 1.222 -2.178
20 O 1.203 2.159 -0.334
21 C 1.306 2.508 -1.515
22 C 0.579 3.715 -2.122
23 C 0.951 3.633 -3.590
24 C 2.019 2.524 -3.614
25 O 2.706 2.258 -4.578
26 N 2.088 1.909 -2.409
27 H 0.959 4.613 -1.631
28 H -0.488 3.648 -1.926
29 H 1.356 4.553 -4.009
30 H 0.111 3.318 -4.210
31 C -2.975 -0.092 -2.376
32 Si -2.463 -1.883 -1.925
33 C -3.873 -2.981 -2.666
34 C -2.801 -1.973 -0.026
35 C -0.700 -2.164 -2.370
36 Si 0.028 -3.837 -2.612
37 C -0.594 -4.991 -4.042
38 C -0.119 -4.903 -1.027
39 C 1.911 -3.707 -2.949
40 H -3.963 0.164 -2.006
41 H -2.981 0.041 -3.452
42 H -2.267 0.620 -1.962
43 H -4.865 -2.729 -2.297
44 H -3.692 -4.027 -2.436
45 H -3.889 -2.889 -3.748
46 H -3.849 -1.807 0.211
47 H -2.229 -1.217 0.510
48 H -2.540 -2.953 0.364
49 H -0.404 -1.498 -3.188
50 H -1.660 -5.177 -3.948
51 H -0.094 -5.957 -4.077
52 H -0.437 -4.508 -5.003
53 H -1.121 -4.840 -0.619
54 H 0.573 -4.555 -0.269
55 H 0.102 -5.948 -1.212
56 H 2.123 -2.927 -3.675
57 H 2.319 -4.634 -3.343
58 H 2.457 -3.471 -2.039
59 C 2.270 3.028 4.773
60 C 0.935 3.402 4.764
61 C 0.109 2.992 3.735
62 C 0.605 2.201 2.700
63 C 1.942 1.828 2.716
64 C 2.769 2.244 3.748
65 P -0.520 1.584 1.384
66 C -1.815 1.044 2.600
67 C -1.512 -0.133 3.283
68 C -2.389 -0.669 4.205
69 C -3.598 -0.040 4.458
70 C -3.910 1.130 3.787
71 C -3.026 1.670 2.867
72 C -1.256 3.151 0.807
73 C -2.397 3.053 0.011
74 C -2.931 4.172 -0.599
75 C -2.334 5.411 -0.423
76 C -1.200 5.517 0.367
77 C -0.660 4.396 0.974
78 H 2.915 3.343 5.581
79 H 0.540 4.014 5.562
80 H -0.933 3.285 3.735
81 H 2.330 1.224 1.909
82 H 3.810 1.952 3.750
83 H -0.571 -0.629 3.077
84 H -2.135 -1.584 4.724
85 H -4.292 -0.461 5.173
86 H -4.852 1.623 3.982
87 H -3.288 2.587 2.358
88 H -2.846 2.081 -0.144
89 H -3.806 4.079 -1.226
90 H -2.737 6.284 -0.917
91 H -0.726 6.481 0.499
92 H 0.247 4.485 1.554

Forces on the atoms, in the same order (eV/Å):
Cs -1.424 -1.863 -1.079
N -0.506 0.002 -0.054
C 0.604 -0.690 0.854
N -0.065 -0.119 0.126
C 0.217 -0.968 0.982
C -0.211 0.187 -0.162
S -0.164 0.435 -0.489
C 1.310 -0.292 -0.370
C -0.259 0.194 -0.024
S -0.576 0.200 0.076
C 1.422 -0.430 -0.109
N 0.159 0.068 0.403
N 0.057 0.407 -0.379
H -0.055 -0.038 0.044
H -0.032 0.072 -0.130
H 0.266 -0.019 0.031
H -0.020 -0.208 0.118
H -0.080 -0.052 0.047
H -0.021 0.019 0.049
O 0.422 2.057 0.164
C -0.056 1.362 -0.216
C -0.050 -0.160 0.197
C 0.115 -0.082 -0.047
C -0.435 0.625 -0.417
O 0.188 -0.058 -0.244
N 0.539 -0.411 0.123
H -0.071 -0.012 0.000
H -0.050 0.061 0.065
H 0.007 -0.032 -0.034
H 0.036 -0.002 -0.061
C 0.184 -0.489 0.096
Si 0.231 0.176 -0.021
C 0.556 0.288 0.205
C 0.089 -0.033 -0.598
C -1.100 -1.357 -0.166
Si 0.093 0.357 0.022
C 0.071 0.461 0.463
C -0.017 0.250 -0.451
C -0.505 -0.044 0.053
H -0.252 0.007 0.130
H 0.028 0.037 -0.300
H 0.210 0.178 0.102
H -0.141 0.142 0.164
H 0.049 -0.291 0.052
H 0.054 0.020 -0.253
H -0.213 0.045 -0.001
H 0.151 0.157 0.089
H 0.065 -0.282 0.117
H 0.014 0.111 -0.082
H -0.281 -0.014 0.032
H 0.191 -0.146 0.118
H 0.029 0.155 -0.187
H -0.355 -0.014 0.150
H 0.188 0.161 0.164
H 0.045 -0.304 -0.111
H 0.027 0.214 -0.162
H 0.066 -0.250 -0.068
H 0.116 0.122 0.250
C 0.098 -0.054 -0.002
C -0.086 0.101 0.059
C 0.094 0.021 0.036
C 0.071 0.010 -0.087
C -0.152 0.039 -0.116
C 0.213 -0.020 0.094
P -0.825 0.073 1.082
C -0.087 0.028 -0.170
C 0.062 0.044 -0.079
C 0.030 -0.089 0.073
C -0.069 -0.018 0.061
C -0.177 -0.026 0.113
C 0.036 0.014 -0.069
C 0.034 -0.100 -0.223
C 0.114 -0.044 0.051
C -0.151 0.074 -0.074
C 0.003 0.057 -0.037
C -0.038 0.154 0.023
C -0.010 -0.086 0.007
H 0.056 0.022 0.034
H -0.038 0.042 0.059
H -0.029 -0.011 0.018
H 0.099 -0.052 -0.086
H 0.069 -0.037 -0.009
H 0.005 -0.081 0.030
H 0.032 -0.058 0.023
H -0.033 -0.008 0.023
H -0.047 0.050 -0.004
H -0.018 0.044 -0.019
H -0.091 -0.056 -0.074
H -0.068 -0.030 -0.042
H -0.037 0.043 0.005
H 0.044 0.035 0.000
H 0.038 0.008 0.029


Formula: C35H44EuN7O4Si
Source: OMol25
Level of theory: ωB97M-V with the def2-TZVPD basis set

## Properties
HOMO level (spin up / spin down): -2.70 / -3.28 eV
Expectation value of S²: 15.76
2S+1: 8
Strongest force on any atom: 0.0309 Eh/bohr
E: -82840.6852 eV
Total charge: -1
E_LUMO (spin up / spin down): 2.3 / 2.3 eV
Frontier orbital gap (spin up / spin down): 0.1830 / 0.2042 Ha

Atoms and positions in Å:
1 Eu -0.129 -0.069 -0.019
2 O 0.795 -3.884 2.171
3 C 0.806 -2.790 1.607
4 O -0.121 -2.268 0.905
5 C 2.028 -1.876 1.796
6 C 3.152 -2.212 2.533
7 C 4.111 -1.230 2.751
8 C 3.880 0.066 2.308
9 C 2.723 0.317 1.584
10 N 1.861 -0.654 1.299
11 C 2.172 1.719 1.240
12 O 2.561 2.660 1.939
13 O 1.288 1.726 0.334
14 H 3.243 -3.214 2.930
15 H 5.014 -1.458 3.305
16 H 4.555 0.881 2.529
17 C -1.051 -0.970 3.655
18 N -0.189 0.150 3.264
19 C 0.879 0.340 4.232
20 C -1.002 1.262 2.890
21 N -1.332 1.271 1.646
22 C -1.799 2.418 0.983
23 C -1.261 3.647 1.308
24 C -1.664 4.817 0.655
25 C -2.605 4.759 -0.331
26 C -3.135 3.517 -0.747
27 C -4.074 3.486 -1.803
28 C -4.571 2.297 -2.249
29 C -4.148 1.100 -1.661
30 C -3.253 1.071 -0.606
31 N -2.828 -0.184 -0.146
32 C -3.685 -1.140 0.046
33 N -4.943 -0.978 0.594
34 C -6.077 -1.752 0.135
35 C -5.299 0.187 1.370
36 N -3.365 -2.432 -0.256
37 C -2.410 -2.726 -1.313
38 C -3.492 -3.483 0.742
39 C -2.716 2.307 -0.113
40 N -1.548 2.078 3.856
41 C -2.892 2.605 3.698
42 C -0.807 2.678 4.953
43 H -0.454 -1.879 3.717
44 H -1.818 -1.120 2.896
45 H -1.528 -0.796 4.634
46 H 0.522 0.485 5.261
47 H 1.516 1.175 3.937
48 H 1.488 -0.565 4.221
49 H -0.482 3.691 2.057
50 H -1.221 5.763 0.942
51 H -2.950 5.657 -0.829
52 H -4.377 4.425 -2.251
53 H -5.278 2.268 -3.069
54 H -4.508 0.156 -2.055
55 H -5.753 -2.516 -0.566
56 H -6.796 -1.095 -0.369
57 H -6.590 -2.231 0.974
58 H -4.406 0.614 1.820
59 H -5.987 -0.117 2.165
60 H -5.787 0.959 0.766
61 H -2.339 -1.881 -1.994
62 H -2.770 -3.601 -1.863
63 H -1.422 -2.948 -0.912
64 H -4.181 -3.176 1.526
65 H -2.511 -3.692 1.182
66 H -3.864 -4.401 0.279
67 H -3.452 1.982 3.007
68 H -2.906 3.635 3.329
69 H -3.384 2.569 4.674
70 H 0.259 2.689 4.746
71 H -0.991 2.167 5.903
72 H -1.131 3.717 5.053
73 C -1.209 -0.962 -4.123
74 Si -0.177 0.148 -2.890
75 C -0.494 1.867 -3.718
76 C 1.597 -0.331 -3.509
77 C 2.405 0.465 -4.323
78 C 3.658 0.038 -4.746
79 C 4.136 -1.209 -4.368
80 C 3.363 -2.009 -3.537
81 C 2.121 -1.565 -3.106
82 H -0.942 -0.744 -5.164
83 H -2.284 -0.779 -4.015
84 H -1.033 -2.030 -3.958
85 H -0.323 1.847 -4.802
86 H 0.150 2.640 -3.286
87 H -1.529 2.183 -3.553
88 H 2.050 1.444 -4.628
89 H 4.264 0.678 -5.379
90 H 5.102 -1.554 -4.721
91 H 3.731 -2.981 -3.224
92 H 1.536 -2.190 -2.434

Forces on the atoms, in the same order (eV/Å):
Eu -0.786 -0.677 -0.030
O 0.141 0.052 0.074
C -0.134 -0.094 -0.206
O 0.176 -0.694 0.240
C -0.211 0.027 -0.008
C 0.042 -0.057 -0.010
C -0.044 0.068 -0.032
C 0.056 0.035 -0.014
C -0.279 0.100 0.048
N 0.889 -0.192 0.353
C 0.105 0.049 -0.089
O 0.070 -0.081 0.047
O 0.817 0.646 0.309
H -0.008 -0.004 -0.024
H -0.007 -0.024 0.007
H -0.020 0.005 0.014
C 0.024 0.047 0.017
N -0.305 -0.090 0.397
C 0.062 -0.002 -0.101
C -0.232 -0.201 -0.458
N -0.094 0.741 0.763
C -0.188 0.233 0.177
C 0.053 -0.163 -0.081
C -0.051 0.053 -0.028
C 0.015 0.036 0.035
C 0.061 -0.109 0.053
C -0.092 -0.019 -0.056
C -0.021 0.156 -0.008
C 0.035 -0.042 0.163
C -0.335 -0.203 -0.056
N -0.207 0.100 -0.149
C 0.207 0.056 0.077
N -0.099 -0.004 -0.020
C -0.011 0.064 0.015
C 0.119 -0.030 -0.059
N 0.053 -0.128 0.111
C -0.035 0.079 -0.015
C -0.014 -0.032 -0.017
C -0.080 0.069 0.076
N -0.159 0.102 0.093
C 0.101 -0.033 0.025
C 0.032 -0.047 -0.062
H 0.007 -0.004 -0.020
H 0.021 -0.045 -0.015
H -0.019 0.017 -0.021
H 0.011 -0.023 -0.014
H 0.009 -0.006 0.012
H 0.022 0.003 -0.032
H 0.028 -0.002 -0.014
H 0.004 -0.005 -0.020
H 0.042 -0.003 -0.024
H 0.017 -0.017 -0.029
H 0.019 0.004 -0.006
H 0.039 -0.023 -0.005
H 0.037 -0.017 0.012
H 0.006 -0.012 -0.008
H 0.006 -0.032 -0.004
H 0.043 -0.016 -0.030
H 0.034 0.010 0.013
H 0.013 0.037 -0.039
H 0.017 -0.033 0.064
H 0.013 0.027 -0.012
H 0.076 0.026 0.070
H -0.002 -0.009 0.001
H -0.001 0.034 -0.003
H -0.049 0.013 0.004
H 0.009 0.056 -0.015
H -0.007 0.010 -0.016
H 0.004 0.015 -0.008
H -0.037 0.031 0.039
H 0.013 0.031 0.015
H 0.017 0.018 -0.006
C 0.145 0.085 0.014
Si -0.202 0.076 -1.574
C 0.184 -0.094 0.013
C -0.276 0.117 0.091
C 0.059 -0.009 0.024
C 0.023 0.021 -0.044
C 0.003 0.009 -0.028
C 0.012 -0.084 0.011
C 0.031 0.049 -0.067
H 0.007 0.020 0.013
H -0.003 0.004 0.029
H -0.010 0.004 0.017
H 0.001 0.007 0.000
H -0.020 0.011 0.000
H -0.014 -0.044 0.047
H -0.003 -0.024 -0.035
H -0.010 -0.004 0.002
H 0.015 0.009 0.046
H 0.005 0.015 0.013
H 0.014 -0.047 -0.036


- 2S+1 of number 2 (C35H44EuN7O4Si)?
  8


- What is the formula in the first record?
  C35H44CsN5O2PS2Si2


- The lowest E belongs to which entry?
  C35H44CsN5O2PS2Si2